Record 1
{"formula": "C3H11N3", "method": "wB97M-V/def2-TZVPD", "total_charge": 1, "multiplicity": 2, "orbital_gap_ha": [0.3531, 0.1656], "e_tot_ev": -7749.627, "homo_energy_ev": [-13.021, -13.019], "species": ["C", "C", "N", "H", "H", "H", "H", "H", "N", "C", "N", "H", "H", "H", "H", "H", "H"], "xyz": [[2.392197, 0.997994, 0.402322], [2.076075, -0.620456, -1.246859], [1.670734, -0.175784, -0.137329], [1.768102, 1.729554, 0.915093], [3.094826, 0.477973, 1.055023], [3.052140, 1.444693, -0.340064], [1.748454, -1.608744, -1.564388], [2.728283, -0.073188, -1.942959], [-2.001731, 0.911201, -0.126781], [-1.425179, -0.376692, 0.307930], [-2.478872, -1.151947, 0.877337], [-2.013758, 1.005961, -1.144202], [-2.969381, 0.903304, 0.211009], [-0.691306, -0.211833, 1.107861], [-0.919296, -0.953370, -0.460172], [-3.265560, -1.289798, 0.244917], [-2.765720, -1.008875, 1.841261]], "atomic_forces_ev_per_a": [[0.4164, -1.1648, -0.5222], [-0.2653, 0.0102, -0.2788], [0.1507, 0.4511, 0.1344], [0.0528, -0.2596, -0.0129], [-0.1400, 0.5823, 0.6982], [-0.2489, 0.4367, -0.2806], [-0.2084, 0.1005, -0.1593], [0.1993, -0.1209, 0.3792], [-0.6834, -1.9069, -0.6427], [0.7734, 0.1070, 2.1478], [-0.7677, 0.7041, -1.0409], [0.1116, 0.2806, 0.0505], [0.1541, 1.0391, 0.1534], [0.0679, 0.0494, -0.4379], [0.1071, 0.3084, -0.4827], [-0.0133, -0.3951, 0.1849], [0.2938, -0.2220, 0.1098]]}



Record 2
{"formula": "C3H11N3O", "method": "wB97M-V/def2-TZVPD", "total_charge": 0, "orbital_gap_ha": 0.2591, "e_tot_ev": -9804.492, "homo_energy_ev": -7.372, "species": ["C", "C", "N", "N", "H", "H", "H", "H", "H", "H", "H", "N", "C", "O", "H", "H", "H", "H"], "xyz": [[1.321647, 1.002487, 0.082942], [0.456867, 1.124524, -0.977787], [-0.249117, 0.193769, -1.537293], [1.881108, 2.269642, 0.627959], [1.601241, 0.139403, 0.651068], [0.362192, 2.145465, -1.390530], [-0.788721, 0.544105, -2.314859], [-0.879939, -1.216376, -1.238222], [2.901801, 2.272729, 0.639780], [1.550920, 2.461698, 1.580413], [1.577816, 3.045752, 0.033553], [-0.884514, -1.995844, 1.335579], [-1.881014, -1.935493, 0.264621], [-1.379465, -2.068485, -1.022114], [-0.449820, -2.914724, 1.322893], [-0.145911, -1.348787, 1.105354], [-2.595795, -2.739272, 0.446957], [-2.399301, -0.980587, 0.389678]], "atomic_forces_ev_per_a": [[0.3238, 0.4361, 0.1893], [-0.2721, 0.2843, -0.2473], [0.0490, 0.0627, -0.2563], [-0.1404, -0.2092, 0.0709], [-0.0268, -0.2047, 0.0311], [0.1285, 0.1047, 0.1464], [0.0052, 0.1517, -0.1034], [-0.0987, -0.5153, 0.1990], [0.0012, 0.0639, 0.0375], [0.1090, 0.0773, -0.1641], [0.0101, -0.1276, 0.0624], [-0.0873, -0.3407, -0.0099], [0.0497, 0.0496, 0.3356], [0.0069, -0.2452, -0.1705], [-0.0439, 0.0524, -0.0247], [0.1416, 0.2460, -0.0082], [-0.0563, -0.0012, -0.0482], [-0.0995, 0.1151, -0.0395]]}



Record 3
{"formula": "C3H11N3O", "method": "wB97M-V/def2-TZVPD", "total_charge": 0, "orbital_gap_ha": 0.3652, "e_tot_ev": -9806.437, "smiles": "[H]/N=C/NC.NCO", "homo_energy_ev": -9.131, "species": ["H", "N", "C", "N", "C", "H", "H", "H", "H", "H", "N", "C", "O", "H", "H", "H", "H", "H"], "xyz": [[-3.162822, 0.228895, 0.137034], [-2.652593, 0.558290, -0.675514], [-1.550150, 1.070755, -0.315788], [-0.713583, 1.725632, -1.204845], [0.694829, 1.361180, -1.160050], [-1.166092, 1.081012, 0.712022], [-1.112027, 1.632638, -2.133256], [1.239623, 2.029646, -1.828471], [1.081359, 1.485222, -0.149269], [0.880236, 0.328818, -1.485968], [1.172163, -0.676730, 2.029277], [1.713806, -1.429425, 0.926619], [0.643324, -2.042662, 0.206409], [0.193449, -0.496023, 1.825951], [1.126329, -1.268437, 2.851472], [2.269524, -0.766765, 0.260534], [2.388665, -2.213149, 1.286259], [1.009690, -2.587988, -0.500223]], "atomic_forces_ev_per_a": [[-0.0405, -0.1164, -0.0098], [-0.0247, 0.2541, 0.0981], [0.2304, 0.1023, 0.0281], [-0.3800, -0.5132, -0.0545], [0.1575, 0.1357, -0.2651], [-0.0528, -0.0343, -0.0676], [0.0783, 0.1135, -0.0151], [0.0716, -0.0227, 0.1428], [-0.0015, 0.0153, 0.0340], [-0.0617, 0.0774, 0.1089], [-0.2101, -0.3771, 0.2259], [-0.0426, -0.2690, -0.1228], [0.0156, -0.0454, -0.0500], [0.0797, 0.2904, -0.1975], [0.1419, 0.0147, 0.0212], [0.0043, 0.0655, -0.0712], [0.1021, 0.2216, 0.1399], [-0.0675, 0.0878, 0.0547]]}



Record 4
{"formula": "C3H11N3O", "method": "wB97M-V/def2-TZVPD", "total_charge": 0, "orbital_gap_ha": 0.3403, "e_tot_ev": -9804.362, "homo_energy_ev": -8.253, "species": ["C", "C", "C", "N", "N", "H", "H", "H", "H", "H", "H", "H", "H", "N", "O", "H", "H", "H"], "xyz": [[-0.329724, -0.850092, 1.841865], [1.239310, 1.487574, -0.632743], [0.500158, 0.244262, -0.196267], [1.152291, -0.942574, -0.488237], [-0.052625, 0.353633, 1.073163], [0.558354, -1.757488, -0.394737], [1.639579, -0.934352, -1.372616], [0.603731, -1.379020, 2.036718], [-0.778871, -0.545013, 2.785888], [-1.035189, -1.527387, 1.344195], [1.461253, 1.451601, -1.697595], [2.172457, 1.560859, -0.071125], [0.635937, 2.364230, -0.418261], [-1.199248, 0.494941, -1.014870], [-1.723881, -0.874167, -1.043573], [-2.591006, -0.825212, -0.621246], [-1.299595, 0.812992, -1.980376], [-0.952931, 0.865214, 0.849818]], "atomic_forces_ev_per_a": [[-0.0454, -0.0391, -0.1449], [-0.0468, -0.2721, -0.0757], [-1.4780, 0.7058, -1.4619], [-0.2624, 0.0051, -0.0928], [-1.3115, 0.6917, 0.8328], [0.0168, 0.0379, -0.0429], [-0.1063, -0.0009, 0.0416], [-0.0891, -0.0159, 0.1076], [0.1312, -0.0484, 0.0563], [0.1017, -0.0667, 0.0442], [0.0282, 0.0431, -0.0867], [-0.0369, -0.0039, 0.0027], [-0.0539, 0.0387, 0.0033], [0.8964, -0.7936, 0.3583], [0.1930, 0.4186, -0.2122], [0.2045, 0.1776, -0.0253], [0.4794, -0.3018, -0.1902], [1.3789, -0.5761, 0.8858]]}



Record 5
{"formula": "C3H11N3O", "method": "wB97M-V/def2-TZVPD", "total_charge": 0, "orbital_gap_ha": 0.3630, "e_tot_ev": -9806.837, "smiles": "[H]/N=C(\\N)NCC.O", "homo_energy_ev": -9.133, "species": ["H", "N", "C", "N", "N", "C", "C", "H", "H", "H", "H", "H", "H", "H", "H", "O", "H", "H"], "xyz": [[-2.570773, -1.424329, 0.469238], [-1.781517, -0.847816, 0.757584], [-0.654498, -1.357762, 0.434033], [-0.399105, -2.237973, -0.590826], [0.508848, -0.834455, 1.024333], [1.208781, 0.182082, 0.248189], [2.471104, 0.558047, 1.010052], [0.376038, -2.154256, -1.229367], [-1.205462, -2.565964, -1.098202], [0.288789, -0.578338, 1.974726], [1.474940, -0.142112, -0.758105], [0.549504, 1.059038, 0.149591], [2.229793, 1.145046, 1.897035], [2.918478, -0.352067, 1.398901], [3.133922, 1.132648, 0.366696], [-1.342187, 3.481322, -2.203451], [-2.126900, 3.669009, -1.673572], [-0.771064, 3.158804, -1.494124]], "atomic_forces_ev_per_a": [[-0.0020, 0.2798, -0.4953], [-0.1822, -1.2099, 1.1737], [0.3864, 1.6781, -0.9091], [-0.6934, -1.1295, -0.5371], [0.0040, -0.9629, -0.5427], [-0.0290, 0.5642, 0.9071], [-0.3404, 0.1288, 0.0508], [0.3914, 0.2091, 0.7010], [-0.1555, 0.2077, 0.0969], [0.0286, 0.5604, -0.1119], [-0.1807, -0.3835, 0.0982], [0.1711, 0.0152, -0.2312], [-0.0580, 0.2076, -0.0810], [0.4150, -0.0803, -0.3130], [0.2476, -0.0628, 0.1859], [-0.0851, -0.0791, 0.7888], [-0.2651, 0.1440, -0.4223], [0.3475, -0.0869, -0.3588]]}



Record 6
{"formula": "C3H11N3O", "method": "wB97M-V/def2-TZVPD", "total_charge": 0, "orbital_gap_ha": 0.3789, "e_tot_ev": -9806.057, "smiles": "N/C=C/N.NCO", "homo_energy_ev": -9.435, "species": ["N", "C", "C", "N", "H", "H", "H", "H", "H", "H", "N", "C", "O", "H", "H", "H", "H", "H"], "xyz": [[-1.079685, -1.121503, 1.009863], [-0.963700, -1.082391, -0.414154], [-1.982621, -1.007791, -1.240924], [-1.771949, -0.996923, -2.662802], [-0.455258, -0.441105, 1.434857], [-0.770157, -2.018126, 1.368260], [0.035892, -1.140801, -0.855211], [-3.006572, -0.996483, -0.861180], [-2.204155, -0.167772, -3.056159], [-2.245903, -1.783765, -3.092569], [0.963541, 2.035899, 0.470433], [2.174679, 1.286265, 0.637385], [2.167887, 0.568818, 1.875120], [0.212071, 1.472555, 0.096098], [0.688770, 2.405385, 1.372659], [2.254207, 0.579616, -0.191367], [3.030813, 1.965950, 0.605002], [3.040352, 0.625509, 2.278383]], "atomic_forces_ev_per_a": [[-0.1629, 0.1008, 0.0931], [0.9334, -0.0904, 0.2395], [-0.6559, -0.1576, -0.2803], [-0.0688, 0.1037, 0.1087], [-0.0158, -0.0407, -0.0545], [-0.0695, -0.0414, -0.0639], [-0.0949, 0.0835, -0.0150], [0.1547, 0.0988, 0.0827], [0.0457, -0.0107, -0.0601], [0.0308, -0.0174, 0.0151], [0.1440, -0.0527, 0.0813], [-0.1764, 0.0440, -0.1901], [0.0972, -0.0418, 0.0688], [-0.0365, -0.0315, 0.0722], [-0.1343, 0.1334, -0.1121], [0.0846, 0.0270, -0.0427], [0.0113, -0.0566, 0.1007], [-0.0866, -0.0504, -0.0434]]}



Record 7
{"formula": "C3H11N3O", "method": "wB97M-V/def2-TZVPD", "total_charge": 0, "orbital_gap_ha": [0.2735, 0.2735], "e_tot_ev": -9801.823, "homo_energy_ev": [-7.593, -7.594], "species": ["C", "C", "N", "H", "H", "H", "H", "H", "H", "H", "C", "N", "N", "O", "H", "H", "H", "H"], "xyz": [[-0.918938, -0.558482, 0.686044], [-2.333554, -0.340337, 0.235300], [-0.414928, -1.863700, 0.351592], [-0.427557, -2.019387, -0.651236], [0.527856, -2.007809, 0.694086], [-0.841802, -0.424671, 1.773923], [0.059904, 0.317633, 0.528223], [-2.535758, -0.115162, -0.816276], [-2.853215, 0.489911, 0.725201], [-3.037423, -1.169786, 0.373108], [2.470371, 0.560289, -0.284269], [1.213181, 1.171350, 0.099303], [0.012220, 0.840573, -1.167579], [-0.615879, 1.790961, -1.462045], [1.266773, 2.185292, 0.047978], [3.297006, 0.943287, 0.325380], [2.729924, 0.717287, -1.340708], [2.401821, -0.517247, -0.118026]], "atomic_forces_ev_per_a": [[1.9128, 1.6084, 0.5832], [-1.5306, 0.5573, -0.4545], [-0.0383, -0.7287, -0.2077], [0.1188, 0.0339, 0.0937], [-0.1080, 0.0191, -0.1092], [-0.4298, -0.3793, 0.1289], [-3.1417, -1.7339, 0.1233], [0.8112, 0.0331, -0.3050], [0.4712, 0.0885, 0.2965], [0.5821, -0.3890, 0.4961], [0.0185, -0.2559, -0.3713], [-0.0224, 0.8902, -1.1472], [0.0578, 1.8214, -0.0643], [1.4629, -1.7529, 0.9669], [-0.0173, 0.0818, -0.0720], [-0.2357, 0.0039, -0.0118], [0.0085, 0.0205, 0.0634], [0.0800, 0.0815, -0.0089]]}



Record 8
{"formula": "C3H11N3O", "method": "wB97M-V/def2-TZVPD", "total_charge": 0, "orbital_gap_ha": [0.3038, 0.3011], "e_tot_ev": -9800.939, "homo_energy_ev": [-7.497, -7.355], "species": ["C", "N", "O", "H", "H", "H", "H", "H", "C", "N", "C", "N", "H", "H", "H", "H", "H", "H"], "xyz": [[0.525946, -2.330538, -1.009153], [1.049292, -1.640915, 0.144652], [0.343055, -2.207896, 1.237613], [0.870699, -1.947149, 2.002566], [0.979906, 0.618615, 0.257805], [0.979750, -1.887035, -1.897961], [-0.571629, -2.272700, -1.092036], [0.791979, -3.396008, -0.983236], [-1.125996, 0.313045, 0.535863], [0.103788, 0.453142, -0.199199], [0.064208, 3.289688, 0.010714], [-0.090775, 2.534491, -0.964062], [0.142051, 0.268020, -1.182072], [-1.163827, 1.059153, 1.331122], [-1.205108, -0.683476, 0.986178], [-1.963351, 0.487056, -0.136525], [0.238135, 2.954081, 1.056201], [0.031878, 4.388427, -0.098469]], "atomic_forces_ev_per_a": [[-0.1578, -0.0253, -0.1700], [0.1458, -1.4674, 0.7690], [0.5148, 0.2208, -0.5848], [-0.0495, 0.0372, -0.0482], [-0.1682, -0.1260, -0.0300], [-0.0358, -0.0115, 0.0558], [0.1668, 0.0612, 0.0877], [0.0167, 0.1454, 0.0796], [0.3721, -0.1327, -0.1176], [-0.3210, 0.2242, 0.1930], [0.0560, 0.1542, 0.3744], [-0.0804, 1.0097, -0.3903], [-0.0422, 0.0273, 0.1483], [-0.0894, 0.0072, 0.0134], [-0.2162, 0.1260, 0.0094], [-0.0505, 0.0254, 0.0313], [-0.0323, -0.0761, -0.3180], [-0.0290, -0.1995, -0.1030]]}